No. 1
{"formula": "C10H20N2O4", "method": "ωB97M-V/def2-TZVPD", "species": ["C", "C", "O", "C", "C", "H", "H", "C", "N", "C", "O", "N", "H", "C", "C", "O", "O", "C", "H", "H", "H", "C", "H", "H", "H", "H", "H", "H", "H", "H", "H", "H", "H", "H", "H", "H"], "xyz": [[-4.437, -0.995, 0.646], [-3.380, -0.623, -0.392], [-2.209, -1.414, -0.303], [-1.101, -0.828, 0.335], [-1.212, -0.722, 1.859], [-1.457, -1.703, 2.269], [-2.014, -0.029, 2.122], [0.095, -0.219, 2.487], [0.408, 1.140, 2.118], [1.143, 1.626, 1.071], [1.088, 2.806, 0.780], [1.995, 0.756, 0.452], [1.885, -0.234, 0.585], [2.747, 1.175, -0.705], [2.192, 0.608, -2.010], [2.698, 0.770, -3.088], [1.078, -0.101, -1.808], [0.453, -0.648, -2.963], [-0.445, -1.150, -2.610], [1.124, -1.355, -3.455], [0.202, 0.146, -3.667], [4.226, 0.809, -0.576], [4.660, 1.314, 0.282], [4.752, 1.113, -1.477], [4.341, -0.266, -0.449], [2.639, 2.267, -0.757], [-0.211, 1.842, 2.497], [0.001, -0.253, 3.577], [0.922, -0.877, 2.210], [-0.264, -1.485, 0.080], [-0.903, 0.167, -0.087], [-3.788, -0.809, -1.392], [-3.125, 0.442, -0.318], [-4.105, -0.768, 1.655], [-5.351, -0.443, 0.446], [-4.647, -2.059, 0.584]], "forces_ev_per_a": [[0.37, 0.03, -0.22], [-0.24, 0.00, -0.02], [-0.15, -0.21, 0.02], [0.09, 0.12, 0.28], [0.22, -0.06, -0.30], [-0.07, -0.03, 0.04], [-0.05, -0.01, 0.07], [-0.31, -0.14, -0.10], [-0.27, 0.17, 0.29], [0.08, -0.08, 0.30], [-0.03, 0.46, -0.23], [0.14, -0.20, -0.01], [-0.05, 0.05, 0.05], [0.13, 0.14, -0.03], [0.04, 0.15, 0.09], [0.02, 0.01, -0.04], [-0.08, -0.02, 0.23], [0.01, -0.07, -0.38], [0.02, 0.02, 0.00], [-0.07, 0.04, 0.02], [0.00, -0.07, 0.04], [-0.20, 0.14, -0.14], [0.00, 0.02, 0.08], [0.09, -0.02, -0.05], [0.06, -0.12, 0.01], [0.00, -0.27, -0.07], [0.15, 0.02, -0.12], [0.13, -0.10, -0.13], [0.02, -0.03, 0.11], [0.06, 0.14, 0.03], [0.04, -0.14, -0.01], [0.04, 0.13, 0.10], [0.01, -0.03, -0.05], [0.00, 0.02, 0.11], [-0.14, 0.05, 0.01], [-0.06, -0.10, 0.01]], "lumo_energy_ev": 0.707, "homo_energy_ha": -0.345, "energy_ha": -803.53499, "orbital_gap_ev": 10.1, "fmax_ha_per_bohr": 0.010}



No. 2
{"formula": "C10H20N2O4", "method": "ωB97M-V/def2-TZVPD", "species": ["C", "C", "C", "C", "C", "C", "C", "C", "C", "C", "H", "H", "H", "H", "H", "H", "H", "H", "H", "H", "H", "H", "H", "H", "H", "H", "H", "H", "H", "H", "N", "N", "O", "O", "O", "O"], "xyz": [[1.344, -0.910, 0.145], [-0.035, -0.188, 0.492], [2.575, 0.082, 0.580], [3.662, -0.837, 0.735], [2.802, 1.191, -0.407], [1.821, 2.282, -0.167], [-2.313, 0.215, -0.407], [-2.599, 1.770, -0.161], [-3.395, -0.731, 0.299], [-3.748, -1.942, -0.518], [2.466, -1.763, -1.611], [1.115, -0.328, -2.215], [1.469, -1.946, 0.634], [2.307, 0.448, 1.501], [4.198, -0.446, 1.766], [3.116, -1.756, 1.159], [4.111, -1.014, -0.285], [2.955, 0.969, -1.502], [3.763, 1.430, -0.050], [2.154, 2.992, -1.284], [0.621, 1.881, -0.099], [2.253, 2.907, 1.034], [-0.874, -1.050, -1.145], [-2.841, 0.059, -1.328], [-4.528, -0.315, 0.102], [-1.946, -0.530, 1.648], [-2.638, -2.200, -0.671], [-4.187, -2.706, 0.205], [-4.154, -1.731, -1.421], [-1.339, 1.619, 1.350], [1.363, -1.244, -1.309], [-0.903, -0.090, -0.554], [-0.256, 0.259, 1.558], [-3.452, 2.451, -0.620], [-2.957, -1.050, 1.576], [-1.930, 2.222, 0.969]], "forces_ev_per_a": [[-0.32, 1.46, -1.37], [1.94, -2.89, -3.63], [-3.82, -2.18, -3.15], [1.69, -1.90, 3.42], [-0.19, -1.08, 0.25], [-0.04, 3.29, -0.37], [-3.32, 2.05, -1.06], [0.82, -1.54, 3.56], [-2.32, 2.18, -0.46], [5.51, -2.50, 3.83], [-4.49, 2.38, 1.19], [1.44, -3.37, 4.24], [-0.71, 1.85, -0.34], [-0.78, 1.31, 2.09], [0.21, -1.10, -3.26], [1.88, 0.69, -0.80], [0.59, -0.09, 1.68], [-0.49, -0.47, 1.22], [1.50, 1.40, -0.10], [-1.97, -1.24, 3.89], [3.72, 1.87, -0.42], [-1.92, -1.70, -4.03], [0.74, 3.02, 1.36], [0.88, 0.48, -1.54], [2.63, 1.09, 1.85], [-4.40, -2.26, 0.39], [-1.47, -1.40, -0.56], [0.23, 0.96, -1.48], [-1.79, 0.40, -2.52], [1.48, -1.82, 0.79], [2.60, 0.33, -4.07], [-1.12, -4.41, -2.00], [-0.50, 1.30, 4.06], [-0.02, -0.20, -1.11], [3.89, 1.90, 0.73], [-2.09, 2.19, -2.27]], "lumo_energy_ev": 0.171, "homo_energy_ha": -0.357, "energy_ha": -803.19184, "orbital_gap_ev": 9.9, "fmax_ha_per_bohr": 0.139}



No. 3
{"formula": "C10H20N2PSTm", "method": "ωB97M-V/def2-TZVPD", "species": ["C", "C", "C", "C", "C", "Tm", "P", "H", "H", "H", "H", "H", "H", "H", "H", "C", "N", "C", "C", "S", "N", "C", "C", "H", "H", "H", "H", "H", "H", "H", "H", "H", "H", "H", "H"], "xyz": [[-1.231, 0.719, -3.698], [-1.781, 1.801, -4.436], [-0.755, 2.770, -4.657], [0.455, 2.287, -4.073], [0.194, 1.026, -3.475], [-0.707, -0.729, -0.258], [-0.283, -3.368, -1.119], [-1.753, -0.183, -3.374], [-2.815, 1.878, -4.776], [-0.874, 3.713, -5.183], [0.913, 0.388, -2.959], [1.415, 2.798, -4.076], [0.962, -3.643, -1.784], [-1.184, -3.982, -2.051], [-0.250, -4.405, -0.121], [-1.967, 0.552, 1.395], [-0.813, -0.332, 1.836], [-1.051, -0.991, 3.132], [0.479, 0.200, 1.526], [0.625, 1.305, 0.219], [1.555, -0.242, 2.227], [1.627, -0.024, 3.678], [2.851, -0.142, 1.550], [-2.894, 0.040, 1.667], [-1.996, 0.819, 0.290], [-1.897, 1.511, 1.927], [-0.320, -1.790, 3.274], [-1.022, -0.257, 3.949], [-2.049, -1.428, 3.075], [1.338, -0.932, 4.219], [2.671, 0.192, 3.932], [1.004, 0.824, 3.995], [2.822, -0.684, 0.598], [3.130, 0.902, 1.347], [3.602, -0.595, 2.205]], "forces_ev_per_a": [[1.53, 0.68, 0.35], [0.58, 0.39, 0.25], [-0.08, -1.10, 0.49], [-0.74, -0.52, 0.21], [-1.54, 0.19, -0.38], [0.30, -0.96, -4.63], [0.39, -1.43, -0.43], [0.04, -0.06, -0.26], [0.31, -0.01, 0.12], [0.02, -0.21, 0.05], [-0.03, 0.10, -0.15], [-0.21, -0.11, -0.02], [-0.64, -0.03, 0.31], [0.46, 0.18, 0.41], [0.03, 0.37, -0.60], [0.13, 0.40, 1.25], [-1.79, 0.45, 1.43], [-0.36, 0.32, -0.43], [-0.07, 1.24, -0.13], [0.54, 1.17, -0.26], [1.28, -1.04, 1.00], [0.36, 0.06, -0.05], [-0.08, -0.09, 0.18], [0.08, 0.01, -0.01], [-0.16, 0.14, 1.37], [-0.17, -0.15, -0.38], [-0.13, 0.25, 0.04], [0.03, -0.33, -0.03], [0.09, -0.06, 0.17], [0.05, 0.30, 0.10], [-0.28, 0.06, 0.10], [0.15, -0.19, -0.06], [0.06, 0.16, 0.18], [-0.04, -0.22, 0.00], [-0.08, 0.00, -0.22]], "spin_multiplicity": 3, "lumo_energy_ev": [-0.857, -1.008], "homo_energy_ha": [-0.193, -0.193], "energy_ha": -2326.99332, "orbital_gap_ev": [4.4, 4.3], "fmax_ha_per_bohr": 0.092}



No. 4
{"formula": "C10H20N3O", "method": "ωB97M-V/def2-TZVPD", "species": ["C", "C", "C", "C", "C", "C", "C", "C", "C", "C", "N", "N", "N", "O", "H", "H", "H", "H", "H", "H", "H", "H", "H", "H", "H", "H", "H", "H", "H", "H", "H", "H", "H", "H"], "xyz": [[-0.242, 0.918, -0.963], [1.490, 1.933, 1.437], [-0.681, 1.440, 1.458], [1.443, 0.534, 0.831], [-1.061, -1.309, -0.729], [-0.077, 0.426, 0.478], [2.414, 0.453, -0.352], [-0.367, -2.538, -1.104], [-0.973, 0.066, -3.056], [-1.330, -1.364, 1.718], [-0.801, -0.104, -1.644], [-0.641, -0.888, 0.540], [0.207, 2.567, 1.130], [0.057, 2.036, -1.301], [1.675, 1.906, 2.603], [2.309, 2.370, 1.080], [-1.732, 1.594, 1.321], [-0.513, 1.042, 2.464], [1.719, -0.299, 1.563], [-2.180, -1.542, -0.872], [2.298, 1.308, -1.019], [2.392, -0.417, -1.024], [3.421, 0.481, 0.063], [0.701, -2.350, -1.304], [-0.740, -3.033, -2.033], [-0.668, -3.206, -0.293], [-1.955, 0.558, -3.304], [-0.214, 0.767, -3.436], [-0.884, -0.909, -3.579], [-0.556, -1.305, 2.559], [-2.210, -0.761, 1.971], [-1.699, -2.350, 1.542], [-0.065, 3.461, 1.717], [0.185, 2.605, 0.036]], "forces_ev_per_a": [[-1.88, -4.12, 1.52], [-0.24, -1.94, 4.65], [-0.21, -1.21, -0.34], [-0.23, -1.37, 0.19], [-2.63, 0.96, -2.93], [0.32, -0.37, 0.61], [0.47, 0.04, -0.27], [0.37, -1.50, -1.93], [-0.97, -0.15, -1.48], [1.33, 1.36, 0.90], [1.19, 0.91, 1.65], [0.28, 0.91, 0.17], [-0.97, 1.92, 2.28], [0.33, 1.94, -1.39], [-0.73, 0.05, -2.20], [2.90, 2.64, -1.68], [-0.49, 0.57, -0.27], [0.01, 0.56, 0.01], [-0.60, 1.26, -0.75], [1.12, 0.64, 0.71], [0.10, 0.10, 0.16], [-0.42, -0.12, 0.61], [0.12, 0.05, -0.13], [-0.21, -0.42, 0.81], [-0.03, 0.53, 0.56], [0.96, -0.36, -0.08], [0.75, -0.75, 0.29], [-0.08, -0.43, 0.20], [-0.12, 0.67, 0.27], [-1.40, -0.53, -0.79], [0.01, 0.11, 0.14], [0.14, -0.84, 0.13], [1.09, -2.06, -1.81], [-0.27, 0.95, 0.20]], "lumo_energy_ev": -2.761, "homo_energy_ha": -0.447, "energy_ha": -632.27859, "charge": 1, "orbital_gap_ev": 9.4, "fmax_ha_per_bohr": 0.098}



No. 5
{"formula": "C10H20N4O4", "method": "ωB97M-V/def2-TZVPD", "species": ["C", "C", "C", "C", "C", "C", "C", "C", "C", "C", "H", "H", "H", "H", "H", "H", "H", "H", "H", "H", "H", "H", "H", "H", "H", "H", "H", "H", "H", "H", "N", "N", "N", "N", "O", "O", "O", "O"], "xyz": [[0.715, -2.977, -0.990], [0.326, -1.434, -0.947], [-0.586, -3.861, -0.405], [-0.735, -3.734, 1.212], [0.954, 0.620, 0.243], [-0.214, 0.916, 1.194], [0.552, 1.438, -1.057], [0.825, 2.931, -0.819], [-0.478, 3.763, -0.540], [-0.262, 5.279, -0.506], [2.595, -3.673, -0.881], [1.798, -3.960, 0.543], [0.860, -3.298, -1.987], [-1.467, -3.440, -1.096], [-0.532, -4.921, -0.747], [-1.401, -2.553, 2.920], [-1.837, -1.917, 1.169], [1.978, -1.520, 0.395], [1.985, 1.025, 0.672], [1.184, 1.076, -1.887], [-0.529, 1.287, -1.252], [1.513, 3.025, 0.056], [1.279, 3.474, -1.764], [-1.103, 3.523, 0.460], [-0.900, 3.553, -1.692], [0.773, 5.352, -0.006], [-0.943, 5.592, 0.257], [-1.323, 6.136, -2.212], [0.374, 5.648, -2.412], [-1.213, 0.120, -0.299], [1.833, -3.278, -0.211], [-1.122, -2.350, 1.707], [1.115, -0.856, 0.016], [-0.387, 6.055, -1.659], [-0.722, -1.000, -1.597], [-0.108, -4.582, 1.955], [-0.255, 1.513, 2.278], [-1.384, 0.421, 0.675]], "forces_ev_per_a": [[-3.84, -0.50, 1.64], [-1.25, -1.14, 0.41], [-1.39, 1.71, -1.51], [3.21, 0.40, 1.09], [1.90, 0.70, 0.46], [-1.67, 0.33, 2.42], [0.89, -0.08, 0.30], [0.23, 1.59, 0.17], [-0.93, -1.29, -2.31], [1.16, -1.58, 2.52], [-1.51, 1.09, 1.85], [-0.84, 0.19, -0.11], [-0.20, -0.10, -1.16], [1.47, -0.63, 2.13], [0.47, 0.74, 0.78], [0.96, 1.21, -5.09], [-0.86, 0.40, -0.24], [-2.88, 1.78, -1.33], [-2.34, -0.83, -0.81], [-0.54, -0.01, 0.23], [1.15, 0.26, -0.46], [-0.12, 0.20, -0.77], [-0.51, -1.29, 1.86], [1.26, -0.35, -2.76], [-0.60, 0.40, 3.36], [-1.18, 0.66, -0.94], [-0.49, 0.84, 0.38], [2.12, -0.75, 1.90], [-2.63, 1.55, 2.18], [-0.57, 0.00, 1.79], [4.86, -1.36, -1.17], [0.61, -5.80, 4.37], [-0.06, 0.51, -1.32], [1.52, 0.01, -5.35], [3.85, -1.10, 2.58], [-3.23, 3.61, -3.01], [0.87, -1.48, -2.93], [1.11, 0.12, -1.16]], "lumo_energy_ev": 0.429, "homo_energy_ha": -0.333, "energy_ha": -912.88659, "orbital_gap_ev": 9.5, "fmax_ha_per_bohr": 0.142}



No. 6
{"formula": "C10H20N4O7Pt", "method": "ωB97M-V/def2-TZVPD", "species": ["O", "H", "Pt", "N", "N", "N", "N", "O", "O", "O", "O", "C", "C", "C", "C", "C", "H", "H", "H", "C", "H", "H", "H", "C", "C", "H", "H", "H", "H", "H", "H", "H", "H", "C", "H", "H", "H", "O", "H", "H", "O", "C"], "xyz": [[2.296, -1.026, -2.124], [3.192, -1.012, -2.530], [-0.484, 0.849, 0.070], [1.294, 1.893, -0.456], [0.945, 0.490, 1.613], [-2.233, 0.427, -1.132], [-1.651, -0.674, 1.069], [1.384, 2.597, -1.484], [-2.454, 0.935, -2.279], [-1.393, -1.169, 2.266], [0.751, -0.085, 2.768], [2.217, 0.912, 1.437], [2.428, 1.656, 0.273], [-3.057, -0.574, -0.764], [-2.745, -1.160, 0.470], [3.691, 2.249, -0.212], [4.113, 1.641, -1.023], [4.442, 2.291, 0.578], [3.541, 3.262, -0.598], [3.207, 0.662, 2.515], [3.454, -0.398, 2.650], [2.861, 1.048, 3.480], [4.139, 1.181, 2.271], [-4.228, -0.869, -1.597], [-3.627, -2.114, 1.199], [-3.979, -0.782, -2.647], [-5.028, -0.159, -1.393], [-4.626, -1.863, -1.417], [-3.334, -2.304, 2.239], [-3.696, -3.079, 0.682], [-4.643, -1.699, 1.210], [-0.518, 1.088, -2.427], [-0.369, -0.690, 2.516], [1.431, -2.171, -0.644], [2.337, -2.143, 0.014], [1.287, -2.388, -1.691], [0.495, -2.353, 0.016], [0.123, 0.447, -2.012], [1.729, -0.291, -2.559], [-0.310, -0.428, -2.097], [-1.718, 3.419, 1.036], [-1.261, 2.385, 0.712]], "forces_ev_per_a": [[1.58, 3.69, -3.50], [-0.79, 0.32, 0.14], [1.44, -3.29, 5.13], [2.06, 0.83, -0.40], [3.28, 0.67, -0.67], [-1.91, -1.35, -1.52], [-2.20, -1.24, -1.86], [-0.46, -0.02, -0.05], [0.62, 0.82, 0.05], [1.62, 0.91, 0.32], [-1.93, -0.69, -0.32], [-2.33, -0.70, 0.42], [-1.84, 0.57, -1.12], [1.20, 1.84, -0.54], [2.04, 0.71, 2.40], [0.57, 0.17, -0.05], [-0.14, 0.14, -0.01], [-0.10, -0.03, -0.03], [-0.10, -0.25, 0.04], [0.76, 0.29, 0.08], [-0.34, 0.14, -0.10], [-0.14, -0.15, -0.23], [-0.14, -0.14, 0.07], [-0.51, -0.39, -0.21], [-0.60, -0.37, 0.07], [0.08, 0.07, -0.17], [-0.09, 0.17, -0.06], [0.03, -0.14, 0.16], [0.15, 0.24, -0.54], [0.09, 0.17, 0.02], [0.10, -0.09, -0.04], [0.30, -0.63, 0.03], [-0.34, -0.37, 0.78], [-2.81, -2.00, 3.80], [-0.71, -0.13, -1.43], [0.15, -1.10, 0.96], [1.32, 0.47, -0.91], [-0.26, -1.32, -2.53], [1.58, -1.30, 0.98], [0.25, 0.50, -0.39], [1.80, -4.12, -1.12], [-3.29, 7.12, 2.32]], "spin_multiplicity": 3, "lumo_energy_ev": [-1.187, -1.079], "homo_energy_ha": [-0.274, -0.282], "energy_ha": -1257.59306, "orbital_gap_ev": [6.3, 6.6], "fmax_ha_per_bohr": 0.159}



No. 7
{"formula": "C10H21ClF3HfO5P2S", "method": "ωB97M-V/def2-TZVPD", "species": ["C", "C", "H", "H", "H", "O", "Cl", "Hf", "P", "C", "C", "H", "H", "H", "H", "H", "H", "C", "H", "H", "H", "P", "C", "C", "H", "H", "H", "C", "H", "H", "H", "H", "H", "H", "C", "O", "F", "C", "F", "F", "S", "O", "O", "O"], "xyz": [[1.685, -0.273, -2.482], [2.013, 0.063, -1.067], [2.251, 0.395, -3.142], [0.611, -0.136, -2.704], [1.965, -1.312, -2.694], [2.609, 1.083, -0.694], [-2.476, -0.027, 1.146], [-0.287, 0.017, 0.466], [-0.500, 2.409, -0.756], [0.629, 3.636, -0.015], [-0.349, 2.787, -2.532], [-0.207, 3.868, -2.677], [-2.157, 4.165, -0.415], [-1.257, 2.466, -3.061], [-2.934, 2.594, -0.803], [1.661, 3.344, -0.238], [0.509, 2.254, -2.963], [-2.122, 3.081, -0.250], [0.408, 4.630, -0.424], [-2.285, 2.873, 0.818], [0.511, 3.643, 1.075], [-0.521, -2.553, -0.354], [0.171, -3.650, 0.931], [-2.270, -3.093, -0.356], [-0.334, -2.760, -2.761], [-0.164, -4.336, -1.935], [1.204, -3.183, -1.960], [0.114, -3.275, -1.901], [-2.844, -2.449, -1.033], [-2.333, -4.135, -0.699], [0.071, -4.689, 0.600], [-0.381, -3.490, 1.863], [-2.685, -3.013, 0.656], [1.221, -3.402, 1.101], [1.744, -1.055, -0.029], [2.572, -1.740, 0.514], [0.800, 2.052, 4.839], [0.080, 1.067, 4.279], [-0.293, 0.191, 5.232], [-1.040, 1.605, 3.719], [1.074, 0.201, 2.955], [1.019, 1.192, 1.811], [2.349, -0.148, 3.480], [0.168, -0.898, 2.458]], "forces_ev_per_a": [[-0.23, -0.65, -0.30], [3.66, 6.41, -1.30], [0.01, 0.01, 0.30], [0.18, -0.14, 0.14], [-0.11, 0.15, -0.06], [-2.65, -4.53, -0.65], [0.48, -0.04, -0.58], [-2.68, 2.08, 3.50], [-0.28, 2.15, -0.20], [0.49, -0.64, 0.42], [-0.04, -0.74, -0.40], [-0.07, -0.31, 0.19], [0.16, -0.24, -0.07], [0.21, 0.11, 0.06], [0.12, 0.15, 0.05], [-0.11, 0.33, 0.04], [-0.19, 0.33, 0.02], [-0.42, -0.55, 0.22], [-0.02, -0.29, 0.01], [0.07, 0.22, -0.25], [0.01, 0.11, -0.23], [0.49, -3.62, -0.10], [0.11, 0.82, 0.27], [-0.92, 1.13, 0.04], [0.09, -0.23, 0.06], [0.01, 0.22, 0.15], [-0.18, -0.24, -0.01], [0.25, 0.83, -0.38], [-0.07, -0.26, 0.15], [0.44, 0.18, 0.00], [0.00, 0.16, -0.06], [0.10, -0.12, -0.10], [0.12, 0.03, -0.22], [-0.10, -0.43, 0.14], [6.02, -5.52, 3.62], [-4.80, 3.51, -2.97], [-0.55, -1.35, -1.14], [-1.28, 1.05, 2.32], [0.69, 0.77, -1.59], [1.28, -0.75, 0.11], [0.94, 0.23, 2.49], [-0.37, -0.85, -1.44], [-1.22, 0.18, -0.95], [0.32, 0.33, -1.32]], "lumo_energy_ev": [-15.541, -15.539], "homo_energy_ha": [-0.767, -0.767], "energy_ha": -2657.41192, "charge": 3, "orbital_gap_ev": [5.3, 5.3], "fmax_ha_per_bohr": 0.174}